[1]
This record from the Open Molecules 2025 dataset describes a 2-piece molecular cluster, C3H8NO2S overall. The level of theory is the ωB97M-V functional and the def2-TZVPD basis.

Calculated values
**Energy relative to the best compared isomer or geometry (same formula, charge and spin)**: 1.018 eV
**Spin multiplicity**: 1
**Net charge**: -1
**DFT total energy**: -722.5947 hartree
**LUMO**: 3.223 eV
**HOMO**: -4.0 eV

Cartesian coordinates (Å):
C 1.99436 -0.71221 -0.88467
C 1.20087 0.43549 -0.27461
S 1.98435 1.99955 -0.80314
H 3.06579 -0.59515 -0.69305
H 1.85876 -0.76238 -1.96727
H 1.67664 -1.65894 -0.44603
H 0.16893 0.41059 -0.61529
H 1.16046 0.37012 0.80691
H 1.09773 2.82536 -0.23099
N -2.20284 -0.66777 0.02917
C -2.15257 -0.07263 1.43611
O -3.23815 -0.07961 2.04261
O -1.03603 0.34746 1.77577
H -2.54264 -1.61720 0.18150
H -3.03565 -0.22268 -0.35702

Atom charges from the Löwdin analysis, given in e for atoms 1 to 4: atom 1 (C): -0.21, atom 2 (C): -0.63, atom 3 (S): 0.63, atom 4 (H): 0.05

***

[2]
This record from the Open Molecules 2025 dataset describes a 9-piece molecular cluster, C48H122N8O16 overall at a distorted geometry. The level of theory is the ωB97M-V functional and the def2-TZVPD basis.

Calculated values
**Energy relative to the best compared isomer or geometry (same formula, charge and spin)**: 0.080 eV
**Spin multiplicity**: 1
**DFT total energy**: -3543.4065 hartree
**LUMO**: 0.170 eV
**HOMO**: -8.3 eV

Cartesian coordinates (Å):
C 5.54047 2.12438 -9.60784
O 4.17105 2.38872 -9.55110
C 3.42541 1.20875 -9.25102
C 3.46871 0.71628 -7.77323
C 2.72267 -0.64390 -7.55400
N 2.81396 1.65964 -6.92554
H 5.94956 1.34750 -8.96194
H 6.16491 3.00649 -9.46622
H 5.69685 1.70070 -10.59988
H 2.37442 1.34259 -9.50716
H 3.81231 0.37806 -9.84124
H 4.51210 0.61627 -7.47414
H 1.71901 -0.81130 -7.94481
H 2.87313 -1.09339 -6.57245
H 3.23355 -1.36958 -8.18684
H 3.16896 2.53037 -7.29418
H 1.83929 1.63754 -7.18941
C -1.64246 3.07347 -0.69976
O -0.61113 3.53727 0.17250
C -1.03821 4.31685 1.22274
C -1.83087 3.58338 2.29108
N -2.07849 4.29309 3.50621
C -2.72179 3.39968 4.47116
C -4.15151 3.13231 3.98769
O -4.87649 2.56451 5.06935
C -4.59410 1.23087 5.34717
H -2.11016 2.17213 -0.30359
H -1.15058 2.82472 -1.64012
H -2.37698 3.84833 -0.91926
H -1.58969 5.17736 0.84392
H -0.17129 4.79111 1.68276
H -1.26174 2.66500 2.43525
H -2.81344 3.35766 1.87670
H -1.22039 4.65911 3.89324
H -2.61580 3.88411 5.44183
H -2.21068 2.44822 4.61817
H -4.35600 2.44146 3.16977
H -4.58033 4.09478 3.70865
H -3.63711 0.98930 5.80967
H -4.75756 0.57420 4.49267
H -5.25628 0.85785 6.12850
C -7.17675 1.30901 -7.37450
O -6.33061 0.80840 -6.36005
C -6.75349 -0.43683 -5.84456
C -5.56143 -1.10489 -5.12457
N -5.21715 -0.45260 -3.85139
C -6.32172 -0.55541 -2.85339
C -5.72946 -0.22569 -1.42827
O -4.89862 -1.28402 -1.04578
C -4.22624 -1.13429 0.15419
H -7.19033 0.65679 -8.24773
H -6.81140 2.29050 -7.67664
H -8.18652 1.46382 -6.99435
H -7.04594 -0.97205 -6.74795
H -7.65496 -0.41743 -5.23213
H -4.70571 -1.13704 -5.79896
H -5.75818 -2.16534 -4.96693
H -4.52472 -1.06221 -3.44026
H -6.77348 -1.54731 -2.86502
H -7.05095 0.23728 -3.02063
H -6.58602 -0.21108 -0.75433
H -5.17449 0.70780 -1.52160
H -3.50869 -1.95071 0.23612
H -4.88779 -1.27118 1.00958
H -3.68071 -0.19615 0.25604
C 6.84492 -5.31999 5.50530
O 5.85099 -5.85105 4.64892
C 5.89193 -5.25848 3.34353
C 5.00364 -6.05601 2.34489
N 3.58771 -5.80288 2.55569
C 2.80781 -6.69085 1.73575
C 1.29063 -6.53182 1.90379
O 0.83962 -6.88753 3.18941
C -0.59538 -7.00525 3.36331
H 6.58545 -5.61553 6.52187
H 6.87699 -4.23047 5.50442
H 7.82330 -5.70502 5.21786
H 6.92559 -5.37769 3.01882
H 5.63746 -4.19939 3.38433
H 5.19531 -7.12618 2.42301
H 5.17206 -5.63953 1.35177
H 3.40153 -6.08873 3.50635
H 3.03461 -7.73618 1.94547
H 3.02389 -6.53074 0.67944
H 0.83325 -7.08200 1.08148
H 0.93032 -5.53621 1.64492
H -1.00835 -7.80986 2.75490
H -1.19582 -6.13854 3.08693
H -0.87505 -7.22565 4.39351
C 3.33253 2.97292 2.89809
O 3.41077 4.26045 3.57389
C 2.81039 4.26332 4.85912
C 2.36321 5.67323 5.24152
N 1.49432 6.26849 4.30424
C 1.40155 7.66617 4.46888
C 0.59233 8.34987 3.38287
O 1.42012 8.49518 2.25953
C 0.75572 9.18124 1.14460
H 2.30048 2.65310 2.75421
H 3.86966 2.25525 3.51820
H 3.82267 2.98927 1.92464
H 3.61948 3.99597 5.53883
H 2.05902 3.48018 4.96028
H 3.27183 6.27452 5.21065
H 1.88612 5.69670 6.22128
H 1.92771 6.18019 3.39624
H 2.41704 8.05496 4.54449
H 0.96419 7.89958 5.43962
H 0.38408 9.30376 3.86745
H -0.31913 7.78250 3.19464
H -0.12344 8.58906 0.89058
H 1.28997 9.22957 0.19572
H 0.44773 10.21439 1.30531
C 2.35409 -2.75514 7.02131
O 1.28012 -1.83450 6.72239
C 0.54847 -2.19902 5.58038
C -0.42316 -3.33404 5.95616
N -1.24392 -2.92470 7.04970
C -2.19889 -3.91927 7.51625
C -2.88949 -3.48498 8.83325
O -1.95372 -2.99064 9.76764
C -2.58189 -2.31481 10.85473
H 2.95863 -2.90386 6.12659
H 1.98463 -3.76230 7.21428
H 2.97901 -2.41536 7.84722
H 1.17192 -2.53065 4.75005
H 0.03921 -1.29002 5.26024
H 0.07020 -4.25050 6.27989
H -1.00990 -3.62924 5.08627
H -0.69688 -2.46808 7.76548
H -1.68127 -4.85087 7.74492
H -2.96387 -4.09646 6.76027
H -3.53082 -4.26878 9.23633
H -3.60102 -2.69077 8.60727
H -3.36843 -1.63121 10.53516
H -1.83037 -1.80760 11.45974
H -3.09597 -2.94508 11.58040
C 7.92078 8.99244 -1.42632
O 6.88728 8.17304 -0.86114
C 5.54788 8.45184 -1.26113
C 4.75141 7.14847 -1.21129
N 5.34062 6.14324 -2.08754
C 4.63028 4.84257 -2.18021
C 5.55743 3.90322 -2.95237
O 6.91194 3.67410 -2.45911
C 6.91168 2.92099 -1.24933
H 7.65151 10.04785 -1.46752
H 8.07651 8.79788 -2.48745
H 8.86595 8.87383 -0.89652
H 5.59396 8.78125 -2.29914
H 5.20936 9.22615 -0.57270
H 3.68506 7.36071 -1.28846
H 4.92015 6.89045 -0.16580
H 6.30933 6.04144 -1.82048
H 3.71649 4.77124 -2.77012
H 4.32230 4.52674 -1.18347
H 5.65448 4.26583 -3.97570
H 5.12222 2.90894 -3.05281
H 7.89938 2.69641 -0.84669
H 6.32972 2.00104 -1.30507
H 6.44220 3.52968 -0.47655
C -8.82598 -5.67258 -5.03911
O -7.72225 -6.45271 -5.08040
C -7.50396 -6.85518 -6.42804
C -6.36917 -7.89850 -6.43162
N -5.22018 -7.33482 -5.72937
C -4.44378 -6.32726 -6.48207
C -3.29283 -5.69689 -5.68732
O -3.69518 -5.04382 -4.51019
C -2.68757 -4.30343 -3.81635
H -8.78200 -4.80101 -5.69221
H -9.00044 -5.24029 -4.05383
H -9.74549 -6.18256 -5.32638
H -7.24149 -6.03450 -7.09566
H -8.42193 -7.30561 -6.80561
H -6.05102 -8.17398 -7.43710
H -6.61527 -8.86960 -6.00204
H -5.60014 -6.88100 -4.91097
H -5.15792 -5.51527 -6.61897
H -4.07643 -6.66009 -7.45283
H -2.78447 -4.95445 -6.30251
H -2.52911 -6.42687 -5.41911
H -1.80294 -4.92343 -3.67095
H -2.99125 -4.15068 -2.78071
H -2.39761 -3.32970 -4.21113
C 2.24325 -0.90050 -1.26558
C 2.13398 -2.08794 -0.38936
O 3.29162 -2.22147 0.31288
H 2.49855 -0.02597 -0.66715
H 1.40660 -0.57926 -1.88600
H 3.00004 -1.16394 -2.00448
H 1.90478 -2.94976 -1.01612
H 1.27130 -1.93257 0.25851
H 3.27499 -3.06543 0.77009

Atom charges from the Löwdin analysis, given in e for atoms 1 to 4: atom 1 (C): -0.13, atom 2 (O): -0.17, atom 3 (C): -0.20, atom 4 (C): -0.44